# 1
The following is a DFT calculation (ωB97M-V/def2-TZVPD) of 13 unconnected molecules or ions with the total composition C38H78O10 at a distorted geometry.

Each line ends with the Mulliken charge.
CARTESIAN COORDINATES (ANGSTROEM)
C  4.835  -0.611  -0.218  -0.132
C  5.946  -0.678  0.599  -0.594
C  5.861  -0.202  1.917  -0.300
C  4.697  0.377  2.375  -0.719
C  3.564  0.475  1.525  -0.093
C  3.634  -0.040  0.201  -0.025
H  4.938  -1.002  -1.219  0.256
H  6.825  -1.236  0.312  0.336
H  6.635  -0.405  2.643  0.349
H  4.735  0.605  3.430  0.386
H  2.588  0.737  1.905  0.340
H  2.751  0.172  -0.382  0.114
C  -3.006  3.117  0.377  -0.594
C  -2.407  4.211  -0.254  -0.019
C  -1.659  5.119  0.441  -0.870
C  -1.499  4.998  1.842  -0.241
C  -2.026  3.980  2.512  -0.989
C  -2.747  2.994  1.738  0.225
H  -3.581  2.380  -0.164  0.305
H  -2.523  4.395  -1.312  0.364
H  -1.068  5.872  -0.059  0.405
H  -0.890  5.737  2.341  0.393
H  -1.981  3.868  3.586  0.610
H  -3.187  2.130  2.214  0.247
C  0.094  1.357  -0.951  0.118
C  0.075  0.052  -1.366  -0.706
C  -0.281  -0.959  -0.477  -0.084
C  -0.344  -0.653  0.913  -1.922
C  -0.229  0.681  1.328  -0.042
C  0.005  1.673  0.404  0.436
H  0.255  2.204  -1.601  -0.167
H  0.071  -0.165  -2.424  0.237
H  -0.453  -1.959  -0.848  0.395
H  -0.851  -1.288  1.625  0.503
H  -0.385  0.883  2.377  0.353
H  -0.004  2.672  0.815  0.051
C  -3.341  -0.924  -2.149  0.996
C  -4.688  -1.129  -2.767  -0.627
O  -5.651  -1.402  -1.772  -0.501
H  -2.865  -1.788  -1.686  -0.590
H  -3.359  -0.173  -1.359  -0.373
H  -2.696  -0.563  -2.950  0.093
H  -4.812  -1.978  -3.439  0.318
H  -5.018  -0.257  -3.332  0.397
H  -5.798  -0.591  -1.280  0.282
C  -2.420  -5.459  4.168  -1.427
C  -2.071  -4.457  3.112  0.486
O  -1.442  -3.346  3.707  -0.436
H  -1.605  -5.833  4.788  0.363
H  -2.744  -6.399  3.723  0.378
H  -3.066  -5.066  4.953  0.309
H  -2.971  -4.130  2.591  0.103
H  -1.410  -4.878  2.354  -0.024
H  -0.656  -3.564  4.215  0.229
C  0.345  3.391  5.426  -0.829
C  0.539  1.969  4.936  0.346
O  1.474  1.279  5.662  -0.550
H  0.157  3.418  6.499  0.369
H  -0.587  3.756  4.993  0.169
H  1.119  4.100  5.130  0.209
H  0.743  2.097  3.873  -0.096
H  -0.384  1.396  4.862  0.113
H  1.051  0.655  6.255  0.343
C  -3.725  -4.858  -2.160  -1.187
C  -2.439  -4.853  -1.266  0.356
O  -1.320  -5.239  -1.863  -0.469
H  -3.799  -5.818  -2.670  0.389
H  -3.668  -4.003  -2.833  0.167
H  -4.605  -4.856  -1.516  0.352
H  -2.733  -5.482  -0.425  0.347
H  -2.249  -3.876  -0.822  -0.281
H  -1.061  -6.070  -1.459  0.308
C  0.560  4.332  -3.426  -0.379
C  1.333  5.264  -4.302  -0.570
O  2.301  5.880  -3.562  -0.531
H  -0.320  3.936  -3.932  0.382
H  0.182  4.795  -2.514  0.106
H  1.167  3.509  -3.049  0.083
H  0.795  6.008  -4.889  0.337
H  1.871  4.723  -5.080  0.250
H  1.917  6.473  -2.911  0.315
C  0.265  0.000  -5.825  -0.845
C  1.167  0.988  -5.072  0.883
O  2.477  0.652  -5.341  -0.564
H  -0.787  0.233  -5.662  0.310
H  0.377  -1.007  -5.423  0.025
H  0.279  0.018  -6.914  0.356
H  0.968  1.195  -4.020  -0.558
H  1.133  1.990  -5.501  0.223
H  2.702  0.040  -4.637  0.304
C  2.736  4.187  0.091  -0.502
C  2.601  5.020  1.387  0.062
O  2.536  6.417  1.113  -0.564
H  2.051  4.610  -0.643  0.037
H  2.568  3.116  0.207  -0.085
H  3.723  4.237  -0.370  0.475
H  3.346  4.727  2.128  0.387
H  1.659  4.713  1.841  -0.121
H  2.406  6.931  1.914  0.289
C  1.743  -2.920  -3.474  -0.532
C  3.235  -2.784  -3.686  -0.324
O  3.579  -1.423  -3.863  -0.443
H  1.408  -3.954  -3.391  0.415
H  1.242  -2.626  -4.396  0.082
H  1.407  -2.363  -2.599  -0.127
H  3.601  -3.384  -4.520  0.333
H  3.733  -3.159  -2.792  0.293
H  4.532  -1.310  -3.829  0.206
C  -4.089  -1.556  1.946  -0.208
C  -3.659  -0.850  3.194  0.358
O  -3.571  -1.828  4.309  -0.647
H  -4.258  -0.853  1.131  0.169
H  -4.990  -2.152  2.096  0.333
H  -3.357  -2.307  1.648  -0.462
H  -4.369  -0.102  3.548  0.417
H  -2.749  -0.284  2.993  -0.303
H  -2.963  -2.548  4.129  0.247
C  1.127  -4.169  0.598  0.161
C  2.137  -3.242  1.321  0.328
O  2.866  -3.963  2.231  -0.623
H  0.749  -3.744  -0.332  -0.016
H  0.286  -4.342  1.269  -0.652
H  1.524  -5.160  0.380  0.569
H  1.772  -2.290  1.708  0.125
H  2.857  -2.870  0.592  -0.108
H  3.557  -3.368  2.532  0.343

Values from the calculation:
Gap between HOMO and LUMO (spin up / spin down) = 2.07 / 7.10 eV
Total charge = -1
LUMO energy (spin up / spin down) = 0.0839 / 0.0824 Eh
Multiplicity = 2


# 2
The following is a DFT calculation (ωB97M-V/def2-TZVPD) of 3 unconnected molecules or ions with the total composition C38H79BN3O9S at a distorted geometry.

Each line ends with the Mulliken charge.
CARTESIAN COORDINATES (ANGSTROEM)
C  -2.012  1.223  2.024  -1.183
C  -2.767  0.278  1.006  0.102
B  -3.011  0.974  -0.435  -0.256
O  -3.449  2.328  -0.426  -0.587
C  -2.691  0.086  -1.730  -0.961
C  -1.088  -0.043  -1.580  -1.578
C  -0.536  -0.540  -2.977  0.386
O  -0.258  -1.918  -2.738  -0.609
C  0.749  0.331  -3.187  0.726
C  1.437  0.151  -4.606  -1.946
C  1.877  0.016  -2.114  -0.986
C  1.886  1.043  -0.906  -0.606
N  -1.756  -0.296  -3.831  0.815
O  -1.661  -0.358  -5.203  -0.275
C  -1.147  -1.580  -5.733  -0.255
C  -2.144  -2.809  -5.783  -0.204
C  -3.634  -2.436  -6.106  -0.968
O  -1.966  -3.569  -4.593  -0.563
C  -2.703  0.727  -3.191  1.231
C  -2.359  2.243  -3.333  -0.502
C  -1.399  2.668  -4.500  -0.562
C  -2.083  3.295  -5.771  -0.935
S  -3.120  4.780  -5.397  1.198
O  -2.564  5.917  -6.184  -0.663
O  -4.543  4.604  -5.771  -0.578
O  -2.916  5.217  -3.799  -0.503
C  -4.133  0.400  -3.806  0.258
C  -4.409  1.053  -5.208  -1.715
C  -5.312  0.948  -2.880  -0.278
C  -5.929  -0.138  -1.930  -1.341
H  -2.777  1.898  2.478  0.348
H  -1.198  1.821  1.550  0.276
H  -1.571  0.667  2.888  0.141
H  -2.213  -0.690  0.917  0.062
H  -3.783  0.073  1.421  0.425
H  -2.685  2.852  -0.147  0.370
H  -3.143  -0.930  -1.673  0.276
H  -0.789  1.040  -1.496  -0.096
H  -0.684  -0.457  -0.635  0.966
H  0.064  -2.021  -1.839  0.648
H  0.565  1.430  -3.089  0.130
H  1.863  -0.882  -4.667  0.424
H  0.754  0.353  -5.458  0.191
H  2.300  0.850  -4.640  0.557
H  1.891  -1.044  -1.787  0.327
H  2.846  0.186  -2.645  0.411
H  1.392  0.597  -0.007  0.200
H  1.249  1.932  -1.162  0.165
H  2.894  1.447  -0.684  0.090
H  -2.288  -1.159  -3.586  1.059
H  -0.906  -1.369  -6.805  0.432
H  -0.198  -1.954  -5.291  0.158
H  -1.774  -3.442  -6.630  0.566
H  -4.237  -2.579  -5.181  0.229
H  -4.007  -3.202  -6.830  0.389
H  -3.773  -1.454  -6.598  0.179
H  -2.784  -3.639  -4.089  0.362
H  -1.940  2.692  -2.401  0.325
H  -3.337  2.767  -3.460  0.558
H  -0.692  1.896  -4.866  -0.464
H  -0.746  3.490  -4.107  0.600
H  -2.596  2.571  -6.433  0.211
H  -1.243  3.714  -6.381  0.659
H  -3.802  5.356  -3.424  0.362
H  -4.320  -0.694  -3.907  0.017
H  -4.448  2.168  -5.157  0.444
H  -3.751  0.710  -6.033  -0.027
H  -5.449  0.750  -5.497  0.551
H  -4.945  1.849  -2.328  0.191
H  -6.138  1.326  -3.529  0.619
H  -5.195  -0.838  -1.481  0.206
H  -6.781  -0.654  -2.432  0.402
H  -6.396  0.410  -1.070  0.389
C  5.615  2.542  5.069  -1.704
C  5.288  1.543  3.926  2.081
C  6.358  0.435  3.761  -1.334
C  7.566  0.755  2.882  -0.564
C  7.154  1.478  1.604  -1.148
C  6.284  2.702  1.910  1.792
N  5.064  2.332  2.686  0.229
O  4.269  1.640  1.892  -0.484
C  7.167  3.723  2.661  -2.062
C  5.908  3.429  0.611  -1.744
C  4.026  0.819  4.443  -2.117
H  5.872  3.541  4.724  0.404
H  4.746  2.715  5.709  0.461
H  6.427  2.188  5.706  0.311
H  5.881  -0.445  3.317  0.390
H  6.709  0.115  4.745  0.376
H  8.300  1.340  3.442  0.292
H  8.074  -0.177  2.619  0.412
H  8.050  1.780  1.055  0.411
H  6.622  0.781  0.948  0.309
H  6.613  4.641  2.880  0.394
H  8.025  4.002  2.045  0.423
H  7.586  3.348  3.592  0.452
H  5.372  2.788  -0.091  0.245
H  6.804  3.781  0.097  0.418
H  5.284  4.301  0.819  0.444
H  3.171  1.495  4.506  0.500
H  4.214  0.426  5.445  0.420
H  3.743  -0.032  3.819  0.386
C  -1.078  -5.444  3.963  -1.803
C  -0.705  -3.956  3.719  2.187
C  0.690  -3.578  4.277  -1.381
C  0.767  -3.162  5.745  -0.525
C  -0.376  -2.227  6.124  -1.237
C  -1.735  -2.817  5.730  1.834
N  -1.803  -3.119  4.270  0.135
O  -1.817  -1.973  3.617  -0.309
C  -1.964  -4.075  6.598  -2.033
C  -2.870  -1.871  6.148  -1.811
C  -0.567  -3.875  2.183  -2.039
H  -1.881  -5.586  4.682  0.403
H  -1.469  -5.911  3.055  0.479
H  -0.222  -6.034  4.295  0.315
H  1.079  -2.733  3.699  0.374
H  1.389  -4.401  4.103  0.370
H  0.780  -4.044  6.391  0.290
H  1.720  -2.656  5.924  0.445
H  -0.345  -2.036  7.199  0.410
H  -0.224  -1.255  5.643  0.304
H  -2.938  -4.526  6.391  0.393
H  -1.951  -3.806  7.657  0.418
H  -1.202  -4.841  6.481  0.448
H  -2.779  -0.879  5.701  0.284
H  -2.871  -1.732  7.230  0.425
H  -3.843  -2.282  5.867  0.443
H  -1.526  -4.031  1.684  0.529
H  0.119  -4.651  1.836  0.423
H  -0.158  -2.919  1.848  0.248

Values from the calculation:
Gap between HOMO and LUMO (spin up / spin down) = 8.30 / 9.07 eV
Total charge = +1
LUMO energy (spin up / spin down) = -0.0778 / -0.0778 Eh
Multiplicity = 3


# 3
The following is a DFT calculation (ωB97M-V/def2-TZVPD) of 11 unconnected molecules or ions with the total composition C38H80F27N5O10P3S3 at a distorted geometry.

Each line ends with the Mulliken charge.
CARTESIAN COORDINATES (ANGSTROEM)
C  1.431  -1.576  0.576  -0.221
C  0.260  -0.648  0.833  -0.027
O  -0.622  -0.477  0.048  -0.384
N  0.391  0.306  2.013  0.668
H  1.234  0.053  2.551  0.915
H  0.674  1.246  1.677  0.324
C  -0.790  0.425  2.945  -0.893
H  1.691  -2.273  1.360  0.630
H  2.259  -0.936  0.258  0.319
H  1.228  -2.024  -0.400  -0.450
H  -0.419  1.104  3.713  0.513
H  -1.116  -0.474  3.462  0.495
H  -1.601  0.924  2.420  -0.114
C  1.524  1.175  -1.708  -1.411
C  2.388  2.054  -2.553  0.202
C  3.633  1.284  -2.937  -1.053
N  4.710  2.256  -3.429  0.628
C  5.119  3.238  -2.371  -1.299
C  4.250  2.987  -4.728  -0.422
C  5.275  2.592  -5.811  -0.716
C  5.805  1.274  -5.290  -0.522
C  5.977  1.494  -3.810  -0.504
H  1.906  1.037  -0.695  0.230
H  1.256  0.179  -2.069  0.132
H  0.574  1.679  -1.506  0.597
H  2.453  2.891  -1.854  -0.131
H  1.809  2.433  -3.397  0.419
H  3.542  0.628  -3.802  0.360
H  4.125  0.748  -2.125  0.321
H  5.976  3.797  -2.746  0.615
H  5.391  2.719  -1.455  0.318
H  4.342  3.974  -2.177  0.403
H  4.307  4.049  -4.518  0.357
H  3.337  2.501  -5.055  0.234
H  6.008  3.379  -6.000  0.284
H  4.823  2.534  -6.803  0.409
H  6.791  1.067  -5.712  0.425
H  5.232  0.368  -5.490  0.279
H  6.806  2.162  -3.591  0.433
H  6.111  0.526  -3.328  0.166
C  -2.789  3.767  2.833  -1.578
C  -2.080  5.115  3.129  0.296
C  -1.250  4.889  4.351  -1.120
N  -0.669  6.167  5.031  0.552
C  0.244  5.844  6.176  -1.173
C  0.053  7.074  3.996  -0.091
C  -0.863  8.181  3.522  -0.563
C  -1.657  8.420  4.808  -0.767
C  -1.831  7.049  5.474  -0.580
H  -3.365  3.439  3.695  0.537
H  -2.067  3.018  2.496  -0.063
H  -3.443  3.707  1.960  0.527
H  -2.894  5.785  3.417  0.515
H  -1.546  5.435  2.239  -0.086
H  -0.363  4.266  4.235  0.454
H  -1.860  4.458  5.147  0.388
H  -0.394  5.232  6.809  0.414
H  0.539  6.779  6.649  0.444
H  1.124  5.383  5.734  0.365
H  1.009  7.354  4.439  0.519
H  0.396  6.407  3.207  -0.232
H  -0.260  9.033  3.219  0.513
H  -1.589  7.906  2.759  0.177
H  -1.355  9.337  5.318  0.328
H  -2.701  8.730  4.665  0.386
H  -1.855  7.157  6.563  0.409
H  -2.824  6.608  5.398  0.357
C  -1.435  -0.155  -3.954  -1.248
C  -2.786  -0.685  -3.521  -0.203
C  -2.976  -0.981  -2.027  -0.104
N  -4.391  -1.345  -1.644  0.977
C  -5.250  -0.126  -1.498  -0.935
C  -4.345  -2.095  -0.372  1.244
C  -5.349  -3.212  -0.353  -0.565
C  -5.892  -3.314  -1.790  -1.026
C  -5.018  -2.426  -2.600  -0.125
H  -1.492  0.914  -4.181  0.481
H  -1.052  -0.540  -4.899  0.360
H  -0.673  -0.223  -3.174  -0.002
H  -2.949  -1.626  -4.051  0.250
H  -3.510  0.027  -3.924  0.293
H  -2.666  -0.187  -1.352  0.393
H  -2.411  -1.895  -1.846  -0.258
H  -6.252  -0.286  -1.113  0.333
H  -5.357  0.295  -2.503  0.435
H  -4.730  0.677  -0.979  0.213
H  -4.435  -1.357  0.421  -0.327
H  -3.414  -2.535  -0.015  -1.065
H  -6.122  -2.822  0.314  0.368
H  -4.942  -4.120  0.082  0.434
H  -6.958  -3.088  -1.748  0.307
H  -5.909  -4.371  -2.056  0.356
H  -5.441  -1.715  -3.312  0.459
H  -4.212  -2.952  -3.107  -0.091
C  2.397  -8.132  -1.459  -1.546
C  1.568  -6.871  -1.659  0.631
C  1.556  -6.463  -3.122  -1.153
N  0.545  -5.408  -3.563  0.890
C  0.630  -4.291  -2.548  -0.915
C  -0.905  -5.897  -3.606  -0.207
C  -1.539  -5.143  -4.828  -0.590
C  -0.464  -4.252  -5.400  -0.172
C  0.822  -4.877  -4.941  -0.722
H  2.058  -8.617  -0.545  0.402
H  3.479  -8.019  -1.414  0.326
H  2.232  -8.775  -2.330  0.344
H  2.046  -6.155  -0.986  0.147
H  0.538  -6.879  -1.290  0.161
H  1.420  -7.289  -3.826  0.590
H  2.533  -6.055  -3.397  0.393
H  1.660  -4.019  -2.327  -0.175
H  0.275  -4.728  -1.615  0.018
H  0.157  -3.364  -2.863  0.259
H  -1.381  -5.645  -2.661  -0.105
H  -0.768  -6.974  -3.684  0.444
H  -2.508  -4.683  -4.652  0.338
H  -1.698  -5.945  -5.554  0.251
H  -0.492  -3.248  -4.970  -0.249
H  -0.470  -4.133  -6.482  0.586
H  1.706  -4.250  -5.012  0.320
H  0.926  -5.827  -5.476  0.522
C  -1.585  1.917  6.638  0.513
F  -2.563  1.982  5.702  -0.138
F  -0.475  2.511  6.193  -0.200
F  -2.037  2.627  7.681  -0.285
S  -1.455  0.023  7.166  1.115
O  -0.588  0.106  8.331  -0.723
O  -2.795  -0.466  7.475  -0.659
O  -0.822  -0.625  6.026  -0.517
C  3.145  -2.556  4.935  0.622
F  2.618  -3.706  4.504  -0.241
F  2.204  -1.834  5.541  -0.249
F  4.093  -2.820  5.834  -0.234
S  3.862  -1.676  3.421  1.069
O  4.384  -2.753  2.610  -0.693
O  2.732  -0.909  2.888  -0.855
O  4.918  -0.855  3.983  -0.738
C  0.734  5.020  0.097  0.621
F  1.402  5.480  -0.972  -0.257
F  0.108  6.052  0.664  -0.260
F  -0.222  4.192  -0.390  -0.237
S  1.803  4.028  1.342  0.833
O  3.043  3.970  0.605  -0.570
O  1.796  4.838  2.537  -0.618
O  1.051  2.790  1.447  -0.855
P  -5.181  0.741  2.538  1.353
F  -4.023  0.963  1.391  -0.279
F  -4.345  1.566  3.650  -0.303
F  -5.870  2.162  2.107  -0.484
F  -6.326  0.538  3.690  -0.404
F  -6.194  0.042  1.461  -0.368
F  -4.448  -0.644  2.943  -0.390
P  -1.575  -4.848  0.596  1.216
F  -1.239  -5.863  1.827  -0.374
F  -2.065  -3.646  1.485  -0.218
F  -0.042  -4.267  0.547  -0.342
F  -1.845  -4.015  -0.778  -0.153
F  -1.064  -6.043  -0.414  -0.498
F  -3.093  -5.449  0.504  -0.457
P  4.528  -2.805  -2.038  1.339
F  5.848  -3.420  -1.313  -0.415
F  5.421  -1.998  -3.165  -0.405
F  4.446  -4.076  -3.056  -0.405
F  3.164  -2.229  -2.736  -0.307
F  3.753  -3.603  -0.859  -0.372
F  4.637  -1.573  -0.993  -0.381

Values from the calculation:
Gap between HOMO and LUMO = 6.25 eV
Total charge = -1
LUMO energy = 0.0321 Eh